Entry 1
One molecule with the formula C7H15ClSi. Source: OMol25; level of theory: the ωB97M-V functional and the def2-TZVPD basis.

Geometry (Å):
1 C 0.305 2.035 1.661
2 C 0.087 0.746 1.673
3 C 0.875 -0.224 2.469
4 C -0.943 0.129 0.693
5 Cl -2.054 -1.256 1.677
6 Si -0.385 -0.169 -1.104
7 C 0.563 -1.860 -1.098
8 C 1.056 1.007 -1.484
9 C -1.895 -0.537 -2.134
10 H -0.125 2.645 0.951
11 H 0.930 2.668 2.388
12 H 1.803 0.342 2.929
13 H 0.485 -0.712 3.293
14 H 1.336 -1.008 1.727
15 H -1.621 0.906 0.777
16 H 1.594 -1.735 -0.646
17 H 0.003 -2.465 -0.313
18 H 0.688 -2.403 -2.085
19 H 0.812 1.870 -2.133
20 H 1.468 1.396 -0.528
21 H 1.836 0.486 -1.947
22 H -2.850 0.013 -1.687
23 H -1.887 -0.230 -3.187
24 H -2.083 -1.645 -1.891

Output
Structure (SMILES) ... C=C(C)[C@H](Cl)[Si](C)(C)C
Orbital gap ... 10.01 eV
Total charge ... 0

natural (NBO) population analysis, charges in e, atoms 1 to 4: C -0.41; C -0.01; C -0.64; C -0.52

***

Entry 2
A 2-piece molecular cluster, C7H15ClSi overall. Source: OMol25; level of theory: the ωB97M-V functional and the def2-TZVPD basis.

Geometry (Å):
1 C -2.572 -1.350 3.357
2 C -1.633 -0.540 2.999
3 C 0.608 0.693 -2.191
4 C 0.635 1.934 0.064
5 C 1.713 -0.410 -0.097
6 C -1.550 -2.037 -0.517
7 C 0.556 0.544 -0.626
8 Si -1.210 -0.168 -0.254
9 Cl -2.375 1.271 -1.066
10 H -2.739 -1.458 4.484
11 H -3.295 -1.631 2.733
12 H -0.732 -0.080 3.560
13 H 0.494 -0.262 -2.712
14 H -0.097 1.421 -2.554
15 H 1.526 1.120 -2.569
16 H -0.356 2.205 0.458
17 H 0.743 2.835 -0.612
18 H 1.393 2.094 0.969
19 H 2.410 -0.517 -1.000
20 H 2.294 -0.021 0.708
21 H 1.388 -1.410 0.046
22 H -0.663 -2.650 -0.225
23 H -2.411 -2.403 0.031
24 H -1.796 -2.032 -1.623

Output
Orbital gap (spin up / spin down) ... 8.26 / 7.07 eV
Total charge ... 0

natural (NBO) population analysis, charges in e, atoms 1 to 4: C -0.54; C -0.21; C -0.63; C -0.63

***

Order of stability, best first: entry 1, entry 2